1.
Entry from the OMol25 dataset: the molecule C2H4ClN in a non-equilibrium geometry (the ωB97M-V functional and the def2-TZVPD basis).

Results
orbital gap (spin up / spin down) = 6.528 / 7.386 eV
highest occupied orbital energy (spin up / spin down) = -5.4415 / -10.1669 eV
energy relative to the best compared isomer or geometry (same formula, charge and spin) = 2.485 eV
E_LUMO (spin up / spin down) = 1.1 / -2.8 eV

```
! RIJCOSX wB97M-V def2-TZVPD def2/J DEFGRID3
* xyz 0 3
C -0.19997 0.71790 -0.10497
C -0.07187 -0.75745 -0.09876
N -1.26706 0.01099 -0.75306
Cl -2.76366 0.01266 0.12672
H -0.45277 1.29834 0.77233
H 0.42176 1.36673 -0.71922
H 0.50294 -1.31939 -0.82488
H -0.17387 -1.43048 0.87897
*
```

---

2.
Entry from the OMol25 dataset: a cluster of 2 separate species, C2H2FNO in total in a non-equilibrium geometry (the ωB97M-V functional and the def2-TZVPD basis).

Results
orbital gap = 8.947 eV
highest occupied orbital energy = -9.2758 eV
energy relative to the best compared isomer or geometry (same formula, charge and spin) = 7.316 eV
E_LUMO = -0.3 eV

```
! RIJCOSX wB97M-V def2-TZVPD def2/J DEFGRID3
* xyz 0 1
C 0.20570 -0.15704 0.59215
C -0.79105 -0.25520 -0.34810
N -0.99532 -0.46161 1.03069
O -1.16942 1.70710 -0.81263
F -1.82537 2.19300 0.28755
H 1.30596 -0.04549 0.74632
H -1.03197 -0.38934 -1.43407
*
```

---

3.
Entry from the OMol25 dataset: a structure of composition C13H27N2O9P2PdSb (the ωB97M-V functional and the def2-TZVPD basis).

Results
orbital gap = 5.364 eV
highest occupied orbital energy = -0.6752 eV
energy relative to the best compared isomer or geometry (same formula, charge and spin) = 0.598 eV
E_LUMO = 4.7 eV

```
! RIJCOSX wB97M-V def2-TZVPD def2/J DEFGRID3
* xyz -2 1
Pd 0.44730 0.23102 0.19121
C 2.16347 -4.04299 -1.42132
C 1.56187 -2.88505 -0.62966
O 1.24936 -3.42116 0.63412
P -0.00622 -2.34448 -1.48373
O -0.49938 -3.63694 -2.35495
O 0.45611 -1.39984 -2.65340
O -1.12977 -1.97414 -0.60367
P 2.90505 -1.51060 -0.58399
O 3.10072 -1.08949 0.95913
O 4.18506 -2.10204 -1.04698
O 2.31946 -0.31608 -1.33962
H 1.46855 -4.88311 -1.40778
H 3.10988 -4.31966 -0.95964
H 2.36765 -3.75903 -2.45404
H 0.68400 -2.83106 1.18333
H -1.25553 -3.99006 -1.87370
H 1.22442 -0.83383 -2.27519
H 2.44816 -0.40011 1.20129
C -3.91104 3.07284 -1.65705
C -2.45950 3.38149 -1.99908
Sb -1.08254 2.18955 -0.74344
C 0.68124 3.32371 -1.36067
C 0.59544 4.84092 -1.29668
C -1.50088 3.42482 0.99824
C -2.35106 2.69109 2.02641
H -4.62876 3.63159 -2.26923
H -4.12128 3.31567 -0.61137
H -4.12881 2.00982 -1.78549
H -2.24968 4.44384 -1.84767
H -2.25192 3.14207 -3.04564
H 0.94180 2.98284 -2.36579
H 1.46571 2.94953 -0.69685
H -0.15085 5.24264 -1.98939
H 1.55354 5.31000 -1.55042
H 0.32392 5.18035 -0.29461
H -1.97342 4.36133 0.68338
H -0.52154 3.64361 1.42465
H -3.35644 2.48272 1.64765
H -2.46507 3.25901 2.95811
H -1.90244 1.72671 2.27449
C 0.48792 2.46102 5.01329
N 0.28946 1.15948 4.42136
C -0.18437 0.10456 5.14418
C -0.40718 -1.08346 4.57276
C -0.12984 -1.25030 3.14179
O -0.27399 -2.35698 2.61184
N 0.26824 -0.15589 2.43504
C 0.50876 1.03167 3.03577
O 0.89838 2.03209 2.43792
H 0.36397 2.37298 6.09342
H -0.22880 3.18619 4.62086
H 1.48643 2.83369 4.78594
H -0.35536 0.29434 6.19839
H -0.76509 -1.92993 5.13806
*
```

---

4.
Entry from the OMol25 dataset: a structure of composition C18H44NO2P2Si2Y in a non-equilibrium geometry (the ωB97M-V functional and the def2-TZVPD basis).

Results
orbital gap = 7.600 eV
highest occupied orbital energy = -7.2745 eV
E_LUMO = 0.3 eV

```
! RIJCOSX wB97M-V def2-TZVPD def2/J DEFGRID3
* xyz 0 1
C -0.24252 3.50943 -3.63743
C 0.11509 2.53900 -2.69997
N -0.80992 1.74807 -2.10902
C -2.10638 1.89146 -2.46081
C -2.50208 2.78723 -3.44913
C -1.56719 3.62858 -4.03465
C 1.57867 2.42340 -2.34855
P 2.10515 0.76582 -1.71764
Y -0.10396 0.06541 -0.26871
P -2.81955 0.43712 -0.10884
C -3.19679 1.05150 -1.80696
O 2.37473 4.19533 -0.30558
O 1.86218 2.64504 1.81986
H 0.53767 4.14037 -4.04751
H -3.55252 2.82207 -3.72294
H -1.86118 4.36253 -4.78025
C 2.58668 -0.02647 -3.29409
C 3.73636 1.09625 -0.96208
H -4.11374 1.65744 -1.70250
H -3.43539 0.17555 -2.42949
H 1.87056 3.20812 -1.57708
H 2.18844 2.59238 -3.25294
C -3.85346 -1.05777 0.04703
C -3.68190 1.69792 0.88627
H 0.99955 2.19329 1.54470
H 2.42298 1.93825 2.16139
H 2.20563 3.69987 0.55064
H 1.84458 5.00569 -0.27423
H -0.80060 -1.14838 -1.57772
H -0.14085 1.60433 0.88980
H 3.45261 0.50828 -3.71910
H 2.83212 -1.08361 -3.13957
H 1.74469 0.03309 -3.99815
H 4.43281 1.50907 -1.70840
H 3.63418 1.80206 -0.12495
H 4.14861 0.15779 -0.56226
H -4.76536 1.62404 0.71944
H -3.44461 1.56884 1.94905
H -3.32979 2.69004 0.57485
H -4.92078 -0.79476 0.03797
H -3.62515 -1.74912 -0.77556
H -3.60819 -1.57211 0.98890
C -0.88699 -3.76530 0.16413
Si 0.82733 -3.05660 0.52587
C 1.73537 -4.26389 1.65491
C 1.74155 -2.99698 -1.12339
C 0.81143 -1.39354 1.34972
Si 0.08855 -1.23241 3.05061
C 1.54629 -1.41097 4.24175
C -0.80084 0.38027 3.42634
C -1.19917 -2.54791 3.46569
H -0.75438 -4.80970 -0.16192
H -1.40308 -3.23473 -0.64477
H -1.54450 -3.77096 1.04241
H 1.83478 -5.23477 1.15174
H 2.74963 -3.90322 1.88194
H 1.22242 -4.43262 2.61165
H 1.12549 -2.62135 -1.94958
H 2.65725 -2.39158 -1.07638
H 2.03553 -4.02722 -1.38465
H 1.87596 -1.04264 1.41092
H 2.25975 -0.58217 4.11610
H 1.19384 -1.39304 5.28110
H 2.09379 -2.35235 4.08674
H -1.83815 0.36996 3.05987
H -0.81887 0.52832 4.51954
H -0.31179 1.26390 3.00301
H -2.13497 -2.36704 2.91829
H -0.86994 -3.57570 3.26406
H -1.42767 -2.47821 4.54050
*
```

---

5.
Entry from the OMol25 dataset: a cluster of 11 separate species, C56H102F6N18O2P in total in a non-equilibrium geometry (the ωB97M-V functional and the def2-TZVPD basis).

Results
orbital gap (spin up / spin down) = 1.966 / 6.878 eV
highest occupied orbital energy (spin up / spin down) = -12.8183 / -17.7300 eV
E_LUMO (spin up / spin down) = -10.9 / -10.9 eV

```
! RIJCOSX wB97M-V def2-TZVPD def2/J DEFGRID3
* xyz 6 2
C -1.60604 -53.07893 -10.96966
C -0.24380 -52.46957 -10.62188
N -0.32731 -51.70709 -9.36464
C -1.29205 -50.74568 -9.15682
C -1.00223 -50.18720 -7.91148
N 0.11944 -50.80672 -7.39386
C 0.45541 -51.86870 -8.20392
C 0.89657 -50.43571 -6.25116
H -1.63255 -53.96022 -11.61053
H -2.10147 -52.25707 -11.48657
H -2.09414 -53.41064 -10.05324
H -0.03974 -51.77582 -11.43744
H 0.46022 -53.27516 -10.41335
H -2.13914 -50.61876 -9.81465
H -1.45853 -49.38032 -7.35729
H 1.29946 -52.51976 -8.03046
H 1.96555 -50.50229 -6.45348
H 0.73817 -51.18256 -5.47319
H 0.57923 -49.45466 -5.89771
C 11.57866 -51.75346 -16.81011
C 10.62798 -52.92344 -16.31830
N 10.21556 -52.63062 -14.93189
C 8.88044 -52.69474 -14.56796
C 8.89296 -52.27164 -13.24862
N 10.15685 -52.12887 -12.74657
C 10.96256 -52.22072 -13.85356
C 10.48083 -51.62432 -11.41522
H 11.93738 -51.94872 -17.82070
H 12.34145 -51.76090 -16.03152
H 11.05568 -50.79712 -16.80946
H 11.08606 -53.91013 -16.38697
H 9.77260 -52.92350 -16.99389
H 8.17669 -52.99444 -15.33040
H 8.03073 -52.02102 -12.64852
H 12.01265 -51.97710 -13.91969
H 9.60389 -51.22540 -10.90538
H 11.33089 -50.94354 -11.46023
H 10.75502 -52.51002 -10.84210
C 8.72934 -46.31234 -15.76083
C 8.43443 -47.79211 -15.92840
N 7.62070 -48.46949 -14.99613
C 7.90559 -48.80784 -13.63055
C 6.76663 -49.36350 -13.05150
N 5.84748 -49.39421 -14.09831
C 6.37254 -48.94947 -15.26635
C 4.51529 -50.13142 -14.14433
H 8.11751 -45.69855 -16.42190
H 9.77034 -46.19942 -16.06360
H 8.58456 -45.85569 -14.78174
H 9.40863 -48.28005 -15.95899
H 8.08106 -48.00444 -16.93743
H 8.80759 -48.48125 -13.13441
H 6.46493 -49.68578 -12.06584
H 5.82485 -48.88144 -16.19468
H 4.42878 -50.65517 -15.09633
H 3.75346 -49.35566 -14.06757
H 4.45268 -50.71571 -13.22630
C 7.62063 -45.50542 -5.40317
C 7.82370 -46.99838 -5.32924
N 7.16589 -47.82987 -6.29974
C 7.00153 -47.63793 -7.65591
C 6.27406 -48.78406 -8.16208
N 6.17825 -49.64419 -7.02831
C 6.79174 -49.03998 -5.93067
C 5.40769 -50.77199 -6.88521
H 7.93799 -45.09807 -6.36308
H 8.28155 -45.08325 -4.64617
H 6.58522 -45.26378 -5.16304
H 7.49137 -47.30367 -4.33704
H 8.88286 -47.25451 -5.35476
H 7.18351 -46.69270 -8.14562
H 5.75766 -49.12073 -9.04887
H 6.72329 -49.44747 -4.93283
H 5.98787 -51.55579 -6.39822
H 5.20978 -51.14335 -7.89070
H 4.47172 -50.62288 -6.34684
C 1.65213 -49.42476 -12.00623
C 1.07813 -48.39229 -13.07168
N -0.37009 -48.43387 -13.30651
C -1.14948 -47.35113 -13.36738
C -2.44868 -47.73302 -13.52167
N -2.48122 -49.16355 -13.49680
C -1.13573 -49.56403 -13.47464
C -3.64179 -49.99561 -13.57701
H 1.12786 -49.18724 -11.08057
H 2.71977 -49.26866 -11.85177
H 1.55425 -50.49113 -12.20960
H 1.42504 -48.47461 -14.10172
H 1.34635 -47.39748 -12.71602
H -0.62279 -46.44202 -13.11729
H -3.41299 -47.26534 -13.65510
H -0.72358 -50.56196 -13.50039
H -4.23133 -49.72775 -12.70020
H -3.43942 -51.05234 -13.40249
H -4.19894 -49.75593 -14.48268
C 6.56566 -55.08415 -8.45157
C 6.66184 -56.59909 -8.06637
N 7.35413 -56.68885 -6.72152
C 6.82672 -57.12207 -5.51080
C 8.00848 -57.32810 -4.78174
N 9.01708 -56.56126 -5.24435
C 8.65456 -56.22403 -6.48934
C 10.35162 -56.54171 -4.80398
H 5.84134 -54.56971 -7.82006
H 6.37207 -54.86758 -9.50214
H 7.57191 -54.67433 -8.36429
H 7.20530 -57.20733 -8.78941
H 5.72175 -57.15007 -8.03928
H 5.78367 -57.39872 -5.55450
H 8.04875 -57.89951 -3.86617
H 9.32293 -55.80102 -7.22468
H 10.46235 -55.77325 -4.03893
H 11.03876 -56.34256 -5.62635
H 10.79311 -57.50469 -4.54739
C 4.99819 -54.17613 -14.16802
C 4.77768 -54.07033 -15.64306
N 4.28214 -55.26202 -16.28016
C 4.80730 -56.44608 -16.34595
C 3.88280 -57.38674 -16.93210
N 2.70548 -56.71478 -17.12097
C 2.96363 -55.45637 -16.68062
C 1.55529 -57.30839 -17.82406
H 4.21425 -54.68821 -13.61006
H 4.97850 -53.13146 -13.85755
H 6.01553 -54.41077 -13.85489
H 5.67692 -53.81843 -16.20522
H 4.04411 -53.34150 -15.98767
H 5.78659 -56.58113 -15.91104
H 3.94612 -58.43856 -17.16887
H 2.21105 -54.68294 -16.63806
H 0.66382 -56.68446 -17.88797
H 1.36240 -58.32840 -17.49167
H 1.78701 -57.30613 -18.88915
C 2.62475 -48.16349 -8.95895
C 2.67193 -47.43856 -7.69900
N 3.09573 -46.08221 -7.81912
C 4.20200 -45.44465 -7.20717
C 4.30987 -44.15630 -7.73146
N 3.25664 -43.94205 -8.62775
C 2.53865 -45.15596 -8.64634
C 2.93238 -42.68894 -9.36211
H 1.78854 -47.79320 -9.55202
H 2.40697 -49.21590 -8.77701
H 3.55835 -48.22205 -9.51846
H 3.45864 -47.98550 -7.17934
H 1.75050 -47.48083 -7.11822
H 4.71234 -46.02503 -6.45278
H 5.02953 -43.36269 -7.59477
H 1.61010 -45.30974 -9.17600
H 3.81013 -42.52849 -9.98813
H 2.77836 -41.88171 -8.64603
H 2.19445 -42.72533 -10.16351
C -0.86643 -55.94654 -8.55080
C -0.15203 -57.37730 -8.77243
N 0.80156 -57.36425 -9.88101
C 0.27998 -57.49444 -11.15735
C 1.40419 -57.56722 -12.01256
N 2.52600 -57.34413 -11.24956
C 2.10817 -57.11014 -9.95100
C 3.80587 -57.11610 -11.86055
H -0.12562 -55.16786 -8.73235
H -1.22793 -55.83161 -7.52893
H -1.76715 -55.76668 -9.13768
H -0.79460 -58.25735 -8.79886
H 0.47736 -57.60582 -7.91234
H -0.78828 -57.65121 -11.18269
H 1.56490 -57.64842 -13.07745
H 2.75894 -56.81660 -9.14059
H 4.60972 -57.79706 -11.58088
H 4.16990 -56.13298 -11.56209
H 3.91000 -57.29734 -12.93032
C 4.15320 -53.16750 -10.32184
C 5.05641 -51.91123 -10.50431
O 4.48755 -50.82731 -10.34910
O 6.23984 -52.09927 -10.90798
H 4.42133 -53.70997 -9.41525
H 4.37112 -53.67286 -11.26269
H 3.08823 -52.93551 -10.33268
P 2.52119 -54.74127 -6.32694
F 3.39024 -53.32473 -6.31145
F 2.61414 -54.80133 -4.70904
F 1.17213 -53.75145 -6.01785
F 1.49021 -56.01324 -6.40934
F 2.36273 -54.54723 -7.99450
F 3.76533 -55.71709 -6.72279
*
```

---

6.
Entry from the OMol25 dataset: a cluster of 6 separate species, H12O6 in total (the ωB97M-V functional and the def2-TZVPD basis).

Results
orbital gap = 11.829 eV
SMILES = O.O.O.O.O.O
highest occupied orbital energy = -11.4291 eV
energy relative to the best compared isomer or geometry (same formula, charge and spin) = 1.813 eV
E_LUMO = 0.4 eV

```
! RIJCOSX wB97M-V def2-TZVPD def2/J DEFGRID3
* xyz 0 1
O -1.25960 4.23557 0.00256
H -1.33970 4.38384 0.94481
H -0.75564 4.98433 -0.31622
O 3.38147 1.74069 2.97455
H 2.86437 1.30293 2.29838
H 2.73309 2.07004 3.59691
O 3.59308 -3.73928 -3.78840
H 3.32257 -4.47758 -4.33426
H 3.17140 -3.89803 -2.94388
O -2.13142 -2.93969 -2.69349
H -1.64733 -3.75072 -2.53821
H -2.47972 -3.03408 -3.58006
O 0.43270 -0.12194 -0.14934
H 0.21252 0.74253 -0.49638
H -0.07609 -0.73175 -0.68366
O -3.47647 1.33984 3.64653
H -3.97134 0.66880 4.11669
H -2.57383 1.22456 3.94350
*
```

---

7.
Entry from the OMol25 dataset: the molecule CH2O3S2 in a non-equilibrium geometry (the ωB97M-V functional and the def2-TZVPD basis).

Results
orbital gap = 9.309 eV
highest occupied orbital energy = -9.4862 eV
energy relative to the best compared isomer or geometry (same formula, charge and spin) = 2.049 eV
E_LUMO = -0.2 eV

```
! RIJCOSX wB97M-V def2-TZVPD def2/J DEFGRID3
* xyz 0 1
C 0.38214 0.07604 0.32398
O -0.13556 -1.21104 -1.86848
O -0.35238 -1.08760 0.70033
O 1.27607 0.58572 1.15795
S -1.09540 1.43370 -0.42942
S 0.66865 -1.31392 -0.71504
H 0.98664 0.84282 2.10090
H -1.73015 0.67428 -1.27022
*
```

---

8.
Entry from the OMol25 dataset: a cluster of 2 separate species, C7H12NO in total in a non-equilibrium geometry (the ωB97M-V functional and the def2-TZVPD basis).

Results
orbital gap (spin up / spin down) = 9.853 / 5.818 eV
highest occupied orbital energy (spin up / spin down) = -12.2755 / -12.9023 eV
energy relative to the best compared isomer or geometry (same formula, charge and spin) = 0.017 eV
E_LUMO (spin up / spin down) = -2.4 / -7.1 eV

```
! RIJCOSX wB97M-V def2-TZVPD def2/J DEFGRID3
* xyz 1 3
C 0.43328 1.72166 1.84982
C 1.69879 1.40190 1.18767
C -0.50619 0.73750 1.62921
C 1.55741 0.12342 0.72463
C 0.14766 -0.32726 0.91447
C -1.41975 0.03413 -2.24709
C 0.54208 -2.51681 0.18489
N -0.92508 1.01851 -1.30367
O -0.34798 -1.44909 0.74995
H 0.06183 2.65150 2.19661
H 2.54568 1.94091 1.30205
H -1.50463 0.87127 2.05539
H 2.41497 -0.55443 0.32392
H -0.74747 -0.71397 -2.60360
H -2.14888 -0.50886 -1.78367
H -1.91901 0.52357 -3.10582
H 1.10352 -2.74579 1.15103
H 1.07646 -2.15931 -0.61742
H -0.09660 -3.28624 -0.18078
H -1.61315 1.53233 -0.84738
H -0.35294 1.70504 -1.58022
*
```

---

| no. | E_tot (Ha) |
| --- | --- |
| 1 | -593.30047 |
| 2 | -306.97822 |
| 3 | -2349.34442 |
| 4 | -2217.53102 |
| 5 | -4269.44693 |
| 6 | -458.60586 |
| 7 | -1061.29830 |
| 8 | -403.49436 |